Record 1
C43H38N6NiO9S2 as an isolated structure. Source: the Open Molecules 2025 dataset; level of theory: ωB97M-V/def2-TZVPD.

Kohn-Sham gap (spin up / spin down) (Ha): 0.228 / 0.235
Relative energy (zero: lowest compared OMol25 entry of this formula, charge and spin) (eV): 0.387
<S²>: 2.0052
Charge: -2
Spin multiplicity: 3
Calculated total energy (eV): -135291.935
E_HOMO (spin up / spin down) (Eh): -0.0870 / -0.0935

Each line ends with the Löwdin charge.
Element x y z (Å)
Ni 0.92 0.90 -1.04  0.607
C -0.69 -5.49 3.57  -0.090
O -0.53 -4.12 3.31  -0.083
C -1.66 -3.35 3.27  -0.222
C -2.91 -3.79 3.68  -0.041
C -4.01 -2.93 3.57  -0.113
C -3.84 -1.67 3.04  -0.094
C -2.59 -1.24 2.62  -0.015
C -1.48 -2.06 2.74  -0.171
N -0.20 -1.71 2.33  0.157
C 0.04 -0.60 1.51  -0.338
N -0.28 0.57 2.11  0.158
C -0.17 1.90 1.65  -0.187
C 0.20 2.25 0.35  -0.119
C 0.24 3.63 0.10  -0.133
C -0.06 4.59 1.06  -0.112
C -0.43 4.21 2.34  -0.050
C -0.48 2.86 2.63  -0.250
O -0.82 2.43 3.91  -0.130
C -2.22 2.42 4.14  -0.085
N 0.50 -0.71 0.33  0.131
C 0.74 -1.99 -0.22  -0.190
C 2.01 -2.28 -0.72  -0.001
C 2.26 -3.47 -1.38  -0.084
C 1.23 -4.38 -1.56  -0.095
C -0.04 -4.10 -1.07  -0.020
C -0.29 -2.91 -0.41  -0.235
O -1.50 -2.55 0.07  -0.091
C -2.63 -3.23 -0.45  -0.071
H 0.29 -5.94 3.44  0.092
H -1.40 -5.95 2.88  0.095
H -1.02 -5.67 4.60  0.088
H -3.03 -4.78 4.08  0.094
H -4.99 -3.28 3.89  0.089
H -4.69 -1.01 2.92  0.096
H -2.48 -0.26 2.17  0.095
H 0.38 -2.51 2.10  0.139
H -0.40 0.50 3.11  0.142
H 0.56 3.96 -0.88  0.069
H 0.02 5.65 0.81  0.085
H -0.65 4.93 3.11  0.104
H -2.37 2.11 5.18  0.085
H -2.72 1.71 3.48  0.068
H -2.65 3.41 3.99  0.086
H 2.78 -1.53 -0.61  0.099
H 3.24 -3.64 -1.80  0.098
H 1.40 -5.30 -2.11  0.090
H -0.86 -4.79 -1.25  0.099
H -3.50 -2.69 -0.08  0.090
H -2.66 -4.27 -0.08  0.087
H -2.61 -3.21 -1.54  0.086
C 7.48 1.88 0.71  -0.096
C 6.58 1.53 -0.44  -0.317
C 5.72 2.48 -0.98  -0.058
C 4.83 2.15 -1.99  -0.074
C 4.81 0.85 -2.48  -0.294
C 5.68 -0.10 -1.98  -0.060
C 6.56 0.24 -0.96  -0.056
S 3.61 0.38 -3.71  0.573
O 4.01 1.04 -4.95  -0.347
O 3.63 -1.06 -3.73  -0.337
N 2.27 0.95 -3.09  -0.114
C 1.39 1.79 -3.68  -0.373
C 1.26 2.15 -5.05  -0.017
C 0.21 2.95 -5.41  -0.102
C -0.72 3.41 -4.47  -0.104
C -0.51 3.03 -3.16  -0.153
N 0.51 2.28 -2.78  0.053
H 7.08 2.73 1.27  0.064
H 8.49 2.14 0.36  0.068
H 7.57 1.04 1.40  0.057
H 5.69 3.48 -0.55  0.110
H 4.10 2.86 -2.35  0.115
H 5.61 -1.12 -2.35  0.103
H 7.20 -0.52 -0.53  0.106
H 1.96 1.77 -5.77  0.086
H 0.09 3.22 -6.46  0.092
H -1.57 4.02 -4.74  0.080
H -1.19 3.34 -2.37  0.105
S 4.48 0.75 2.25  0.402
C 3.48 0.89 0.94  -0.918
N 2.79 0.98 0.00  0.058
O -1.85 -1.75 -3.10  -0.019
C -1.64 -0.76 -2.38  -0.600
O -0.52 -0.20 -2.17  -0.052
C -2.87 -0.19 -1.67  -0.112
C -4.13 -0.66 -2.02  -0.044
C -5.29 -0.24 -1.37  -0.003
C -5.13 0.64 -0.33  -0.224
O -6.09 1.19 0.49  0.004
C -5.39 2.05 1.39  -0.166
O -4.01 1.99 1.09  0.004
C -3.88 1.12 0.02  -0.196
C -2.74 0.74 -0.63  0.080
H -4.18 -1.39 -2.82  0.111
H -6.27 -0.61 -1.64  0.106
H -5.55 1.71 2.42  0.125
H -5.74 3.08 1.26  0.129
H -1.77 1.13 -0.37  0.093


Record 2
C43H38NO9PTa as an isolated structure. Source: the Open Molecules 2025 dataset; level of theory: ωB97M-V/def2-TZVPD.

Kohn-Sham gap (Ha): 0.286
Relative energy (zero: lowest compared OMol25 entry of this formula, charge and spin) (eV): 0.049
Charge: +1
Spin multiplicity: 1
Calculated total energy (eV): -75968.012
E_HOMO (Eh): -0.4130

Each line ends with the Löwdin charge.
Element x y z (Å)
Ta 0.37 -0.14 0.17  1.881
C 7.12 -0.49 1.08  -0.032
O 6.75 0.83 1.50  -0.032
C 5.50 1.22 1.33  -0.250
C 5.20 2.53 1.79  0.029
C 3.93 3.01 1.68  0.008
C 2.88 2.22 1.13  -0.102
C 1.54 2.69 1.07  -0.314
C 1.15 4.08 1.44  0.041
O 0.58 1.92 0.75  -0.193
C 3.22 0.93 0.67  -0.270
O 2.30 0.16 0.10  -0.203
C 4.51 0.44 0.76  0.088
H 8.17 -0.59 1.33  0.102
H 6.98 -0.60 0.00  0.104
H 6.53 -1.24 1.61  0.096
H 5.99 3.12 2.23  0.131
H 3.71 4.00 2.05  0.120
H 1.92 4.81 1.22  0.093
H 0.95 4.11 2.52  0.116
H 0.22 4.33 0.93  0.080
H 4.70 -0.56 0.39  0.118
N 0.34 -0.03 2.52  -0.023
C -0.96 -0.51 3.02  -0.087
C -2.03 -0.25 1.98  -0.543
O -3.20 -0.15 2.20  0.149
O -1.50 -0.16 0.74  -0.243
H 1.06 -0.69 2.85  0.070
H 0.54 0.90 2.88  0.113
H -1.24 -0.05 3.96  0.140
H -0.90 -1.59 3.17  0.144
C 2.25 3.20 -4.75  -0.062
C 2.69 2.66 -3.55  -0.061
C 1.77 2.15 -2.65  -0.075
C 0.41 2.19 -2.93  -0.358
C -0.03 2.73 -4.14  -0.094
C 0.89 3.24 -5.05  -0.057
P -0.79 1.58 -1.71  1.099
C -1.60 3.05 -1.02  -0.338
C -2.45 2.89 0.08  -0.106
C -3.05 3.99 0.67  -0.059
C -2.79 5.27 0.19  -0.070
C -1.93 5.44 -0.88  -0.071
C -1.33 4.34 -1.49  -0.077
C -2.03 0.70 -2.69  -0.338
C -1.63 -0.09 -3.77  -0.102
C -2.55 -0.85 -4.47  -0.059
C -3.89 -0.84 -4.09  -0.064
C -4.30 -0.06 -3.02  -0.063
C -3.38 0.70 -2.32  -0.068
H 2.97 3.59 -5.46  0.111
H 3.75 2.62 -3.33  0.110
H 2.12 1.71 -1.73  0.077
H -1.08 2.75 -4.38  0.120
H 0.55 3.65 -5.98  0.113
H -2.65 1.90 0.47  0.082
H -3.72 3.85 1.51  0.113
H -3.26 6.13 0.65  0.110
H -1.73 6.43 -1.26  0.110
H -0.66 4.49 -2.32  0.099
H -0.59 -0.11 -4.07  0.115
H -2.22 -1.45 -5.30  0.117
H -4.61 -1.43 -4.64  0.112
H -5.34 -0.05 -2.72  0.112
H -3.71 1.29 -1.48  0.098
O 1.80 -2.29 2.75  0.072
C 1.84 -2.45 1.54  -0.493
O 0.88 -1.99 0.74  -0.182
C 2.99 -3.13 0.88  -0.140
C 3.94 -3.75 1.69  -0.013
C 5.06 -4.33 1.12  -0.070
C 5.23 -4.28 -0.26  -0.069
C 4.29 -3.65 -1.06  -0.054
C 3.17 -3.08 -0.50  -0.010
H 3.78 -3.77 2.76  0.121
H 5.79 -4.82 1.74  0.109
H 6.11 -4.74 -0.71  0.108
H 4.43 -3.62 -2.14  0.113
H 2.44 -2.59 -1.13  0.089
O 1.08 -2.33 -3.00  0.120
C 0.12 -2.14 -2.30  -0.507
O 0.08 -1.06 -1.48  -0.291
C -1.09 -3.00 -2.26  -0.143
C -1.10 -4.13 -3.08  -0.006
C -2.22 -4.95 -3.10  -0.060
C -3.31 -4.65 -2.30  -0.065
C -3.30 -3.52 -1.49  -0.059
C -2.19 -2.70 -1.47  -0.021
H -0.24 -4.34 -3.69  0.123
H -2.23 -5.83 -3.73  0.109
H -4.18 -5.29 -2.31  0.108
H -4.16 -3.29 -0.87  0.111
H -2.19 -1.81 -0.85  0.092


Record 3
C43H39AsN4S2Tl as an isolated structure at a distorted geometry. Source: the Open Molecules 2025 dataset; level of theory: ωB97M-V/def2-TZVPD.

Kohn-Sham gap (Ha): 0.238
Relative energy (zero: lowest compared OMol25 entry of this formula, charge and spin) (eV): 0.131
Charge: +1
Spin multiplicity: 1
Calculated total energy (eV): -138383.289
E_HOMO (Eh): -0.3805

Each line ends with the Löwdin charge.
Element x y z (Å)
Tl -0.12 0.53 -0.14  0.622
C 3.22 0.52 1.28  -0.068
N 1.92 0.28 1.93  -0.198
C 1.86 -1.06 2.50  -0.176
C 0.44 -1.60 2.58  -0.166
N -0.11 -1.82 1.25  -0.208
C 0.70 -2.78 0.47  -0.061
C -1.50 -2.17 1.21  -0.299
C -2.16 -2.69 2.31  -0.020
C -3.48 -3.11 2.22  -0.072
C -4.17 -2.97 1.02  -0.081
C -3.54 -2.39 -0.07  -0.116
C -2.21 -1.99 0.00  -0.596
S -1.51 -1.28 -1.43  0.732
C 1.55 1.35 2.80  -0.279
C 1.63 1.25 4.19  -0.020
C 1.29 2.30 5.02  -0.069
C 0.80 3.48 4.48  -0.074
C 0.68 3.59 3.11  -0.113
C 1.06 2.56 2.26  -0.596
S 0.87 2.84 0.53  0.672
H 4.03 0.53 2.02  0.109
H 3.21 1.49 0.78  0.050
H 3.41 -0.25 0.54  0.078
H 2.30 -1.10 3.50  0.117
H 2.47 -1.71 1.88  0.114
H -0.20 -0.89 3.10  0.131
H 0.49 -2.53 3.15  0.132
H 1.03 -3.61 1.11  0.112
H 1.57 -2.30 0.03  0.067
H 0.11 -3.19 -0.34  0.071
H -1.63 -2.82 3.25  0.109
H -3.96 -3.55 3.08  0.110
H -5.19 -3.31 0.94  0.113
H -4.07 -2.25 -1.00  0.108
H 2.00 0.34 4.65  0.105
H 1.41 2.19 6.09  0.110
H 0.51 4.30 5.12  0.111
H 0.28 4.50 2.67  0.103
N -1.46 2.29 -1.64  0.054
C -2.80 1.87 -1.68  -0.275
C -3.57 1.93 -2.82  -0.004
C -4.91 1.50 -2.81  -0.054
C -5.48 1.04 -1.66  -0.025
C -4.71 0.92 -0.48  -0.149
C -5.23 0.42 0.73  0.007
C -4.42 0.33 1.83  -0.037
C -3.08 0.72 1.71  -0.114
N -2.56 1.18 0.60  0.051
C -3.36 1.32 -0.49  -0.206
H -1.29 2.96 -0.90  0.038
H -1.15 2.68 -2.52  0.078
H -3.14 2.33 -3.73  0.116
H -5.49 1.58 -3.71  0.112
H -6.53 0.76 -1.64  0.118
H -6.26 0.09 0.77  0.129
H -4.79 -0.06 2.77  0.116
H -2.41 0.65 2.56  0.120
C 6.26 0.09 -3.97  -0.076
C 5.81 0.93 -2.95  -0.076
C 4.51 0.83 -2.50  -0.124
C 3.64 -0.10 -3.07  -0.363
C 4.09 -0.95 -4.08  -0.089
C 5.40 -0.85 -4.52  -0.070
As 1.79 -0.12 -2.44  1.305
C 0.94 -1.28 -3.72  -0.384
C 0.96 -2.67 -3.73  -0.117
C 0.30 -3.35 -4.74  -0.068
C -0.37 -2.64 -5.73  -0.059
C -0.40 -1.26 -5.71  -0.009
C 0.26 -0.56 -4.71  -0.195
C 0.35 0.90 -4.58  -0.187
C -0.27 1.84 -5.40  -0.019
C -0.06 3.20 -5.18  -0.073
C 0.78 3.63 -4.16  -0.079
C 1.38 2.70 -3.32  -0.108
C 1.15 1.35 -3.52  -0.330
H 7.28 0.17 -4.32  0.108
H 6.48 1.65 -2.51  0.108
H 4.15 1.49 -1.72  0.090
H 3.42 -1.67 -4.52  0.096
H 5.75 -1.50 -5.31  0.109
H 1.49 -3.21 -2.95  0.110
H 0.32 -4.43 -4.77  0.109
H -0.89 -3.18 -6.52  0.110
H -0.92 -0.72 -6.50  0.111
H -0.92 1.53 -6.21  0.112
H -0.54 3.93 -5.82  0.110
H 0.95 4.69 -4.01  0.111
H 2.01 3.03 -2.50  0.095